No. 1
Formula: C2H6B2
Source: the Open Molecules 2025 dataset
Level of theory: wB97M-V/def2-TZVPD

XYZ file:
```
10
Properties=species:S:1:pos:R:3:forces:R:3:nbo_charge:R:1
B 0.652 -0.300 -0.284 1.98 -1.10 3.27 0.8411
B -1.528 0.533 0.230 1.81 -0.47 0.06 0.4758
C 1.717 -0.752 0.706 -1.45 0.29 -2.00 -1.0997
C -0.543 0.352 -1.085 0.99 0.81 3.58 -1.1482
H 2.668 -1.004 0.117 -1.18 0.36 0.97 0.2497
H -1.120 -0.259 -1.696 -0.45 -1.12 -1.75 0.2699
H -2.093 -0.442 0.702 -0.05 0.80 -0.53 -0.0674
H -1.339 1.549 0.836 -0.65 -0.12 -0.07 -0.0765
H 1.806 -1.028 1.871 -0.68 0.86 -3.07 0.2791
H -0.220 1.350 -1.396 -0.32 -0.29 -0.46 0.2760
```
Forces are in eV/Å.

Net charge: 0
SMILES: BCB=C
LUMO energy: -0.0242 hartree
ΔE to the lowest compared entry with this formula, charge and spin: 58.7 kJ/mol
E: -3520.3159 eV
HOMO: -8.16 eV
Spin multiplicity: 1
Gap between HOMO and LUMO: 7.50 eV

No. 2
Formula: C18H21AuClN4O7PS
Source: the Open Molecules 2025 dataset
Level of theory: wB97M-V/def2-TZVPD

XYZ file:
```
54
Properties=species:S:1:pos:R:3:forces:R:3:nbo_charge:R:1
Au 0.427 -0.014 0.280 0.03 -0.11 -0.86 0.8685
O 1.596 -4.554 -3.162 0.35 -0.29 -0.24 -0.6422
C 0.367 -4.754 -2.756 -0.83 0.07 0.29 0.7802
O -0.196 -5.804 -2.869 0.04 0.13 0.07 -0.5302
C -0.353 -3.585 -2.087 0.01 0.08 0.30 -0.2361
C -1.663 -3.639 -1.588 0.33 0.24 -0.36 0.1831
Cl -2.774 -4.885 -1.757 -0.04 0.01 -0.04 0.1915
N -1.960 -2.427 -1.026 -0.11 -0.75 0.14 -0.1950
N -0.913 -1.608 -1.114 0.22 0.18 0.09 -0.3433
C 0.057 -2.285 -1.743 0.01 -0.04 -0.32 0.0180
C 1.290 -1.493 -2.080 0.11 -1.05 0.03 0.7661
O 2.172 -1.950 -2.777 -0.26 0.32 0.01 -0.5716
O 1.321 -0.292 -1.576 -0.01 0.76 0.40 -0.7990
C -3.199 -1.935 -0.495 -0.33 0.17 0.03 0.1711
C -3.474 -0.576 -0.631 0.14 -0.08 -0.15 -0.2591
C -4.645 -0.048 -0.114 -0.03 0.04 -0.01 -0.1973
C -5.550 -0.872 0.539 -0.04 -0.02 0.09 -0.1865
C -5.279 -2.226 0.660 -0.03 -0.02 0.05 -0.1726
C -4.109 -2.767 0.147 0.23 -0.01 0.08 -0.2416
H 1.891 -3.634 -3.075 0.16 0.44 0.05 0.5071
H -2.776 0.052 -1.164 0.02 0.06 -0.03 0.2192
H -4.864 1.004 -0.245 0.04 -0.04 0.03 0.2318
H -6.464 -0.468 0.955 0.03 0.01 -0.07 0.2418
H -5.983 -2.875 1.165 0.03 0.01 -0.03 0.2424
H -3.911 -3.818 0.265 0.00 -0.04 0.07 0.2462
C -0.565 1.023 -3.929 -0.16 -0.11 -0.01 -0.4189
N 0.520 1.860 -3.414 0.23 0.19 -0.05 -0.2480
C 1.567 2.329 -4.129 -0.13 -0.15 -0.09 0.0261
C 2.343 3.095 -3.286 0.08 0.05 0.14 0.0309
N 1.740 3.067 -2.079 0.00 -0.12 -0.37 -0.4375
C 0.614 2.311 -2.138 -0.28 0.00 0.23 0.1595
S -0.506 2.078 -0.897 0.45 -0.31 0.48 0.1536
H -0.316 0.699 -4.934 0.09 0.04 -0.01 0.2531
H -1.494 1.589 -3.950 0.04 0.08 -0.01 0.2477
H -0.694 0.157 -3.284 0.09 -0.01 0.08 0.2452
H 1.703 2.102 -5.175 -0.01 0.02 0.06 0.2761
H 3.250 3.644 -3.478 -0.04 -0.06 0.00 0.2795
H 2.063 3.541 -1.248 -0.03 0.01 0.05 0.4656
C 1.829 -0.890 4.323 0.02 -0.09 0.24 -0.2433
O 1.505 -0.036 3.181 0.15 -0.09 -0.46 -0.8260
P 0.114 0.178 2.530 -0.72 0.44 0.81 1.9635
O -0.795 -0.911 3.185 0.16 0.01 -0.38 -0.8049
C -2.192 -1.112 2.848 -0.26 0.11 0.12 -0.2583
O -0.503 1.528 3.043 0.03 -0.14 -0.34 -0.8082
C 0.022 2.837 2.717 0.12 0.11 0.00 -0.2522
H 1.307 -0.537 5.208 -0.03 0.08 -0.05 0.2128
H 2.900 -0.805 4.453 0.05 0.03 -0.03 0.2277
H 1.551 -1.918 4.110 -0.03 0.01 -0.09 0.2097
H -2.508 -1.999 3.386 0.06 -0.05 0.02 0.2307
H -2.308 -1.261 1.780 0.05 -0.03 -0.10 0.1930
H -2.782 -0.256 3.169 0.10 0.02 0.05 0.2120
H -0.827 3.499 2.586 -0.05 -0.02 0.00 0.2212
H 0.615 2.805 1.801 -0.06 -0.03 0.03 0.1744
H 0.641 3.187 3.537 0.00 -0.08 0.06 0.2225
```
Forces are in eV/Å.

Net charge: +2
LUMO energy (spin up / spin down): -0.3720 / -0.3757 hartree
ΔE to the lowest compared entry with this formula, charge and spin: 20.8 kJ/mol
E: -75623.5812 eV
HOMO (spin up / spin down): -14.48 / -14.49 eV
Spin multiplicity: 1
Gap between HOMO and LUMO (spin up / spin down): 4.36 / 4.26 eV

No. 3
Formula: C33H29NO7P2RuS4
Source: the Open Molecules 2025 dataset
Level of theory: wB97M-V/def2-TZVPD

XYZ file:
```
77
Properties=species:S:1:pos:R:3:forces:R:3:lowdin_spin:R:1
Ru 0.260 -1.027 -1.655 -0.55 0.39 0.04 3.6983
S 0.952 1.564 -2.199 -0.12 -0.08 -0.11 0.1886
P 0.161 1.640 -0.371 -0.08 -0.15 -0.01 0.0916
C -0.720 0.145 -0.209 0.25 0.17 -0.08 0.4120
P -1.948 -0.320 0.940 0.18 0.01 0.00 0.0921
S -3.088 -1.838 0.422 0.06 -0.03 0.03 0.0158
C -3.027 1.122 1.296 -0.12 -0.10 0.02 0.0096
C -4.169 1.268 0.509 0.06 -0.05 -0.01 0.0039
C -5.020 2.345 0.690 0.01 0.05 -0.01 0.0005
C -4.743 3.296 1.663 -0.02 0.00 -0.02 0.0035
C -3.618 3.156 2.459 0.00 -0.03 -0.04 0.0007
C -2.770 2.072 2.278 0.06 0.02 0.00 0.0036
C -1.100 -0.714 2.508 -0.14 0.03 0.12 0.0213
C 0.221 -1.144 2.493 0.11 0.01 -0.18 0.0053
C 0.842 -1.562 3.661 -0.07 0.05 0.04 0.0001
C 0.148 -1.534 4.861 0.01 0.00 -0.02 0.0011
C -1.176 -1.108 4.886 0.03 -0.04 0.02 0.0011
C -1.800 -0.717 3.714 -0.09 0.05 -0.04 0.0044
C 1.464 1.792 0.891 0.09 0.10 0.00 0.0164
C 2.800 1.744 0.515 0.05 -0.05 -0.07 0.0063
C 3.800 1.853 1.472 -0.05 -0.03 0.00 0.0007
C 3.472 2.015 2.808 0.01 -0.01 0.03 0.0027
C 2.139 2.065 3.193 0.03 -0.03 -0.03 0.0000
C 1.145 1.951 2.237 0.02 0.00 0.01 0.0036
C -0.772 3.207 -0.221 -0.06 -0.12 0.01 0.0095
C -1.919 3.346 -1.001 -0.03 -0.14 -0.03 0.0067
C -2.629 4.532 -1.005 -0.01 0.04 0.03 0.0002
C -2.195 5.605 -0.237 -0.01 0.00 0.00 0.0029
C -1.049 5.482 0.530 -0.03 -0.03 -0.02 0.0001
C -0.340 4.287 0.540 0.06 0.01 0.04 0.0039
H -4.387 0.513 -0.236 0.00 -0.01 0.00 0.0001
H -5.900 2.443 0.068 -0.02 0.00 -0.01 0.0000
H -5.405 4.142 1.802 -0.02 0.02 0.00 0.0003
H -3.398 3.888 3.224 0.02 0.03 0.03 0.0000
H -1.914 1.965 2.928 0.08 -0.02 0.03 0.0002
H 0.772 -1.168 1.559 -0.05 0.01 0.04 0.0017
H 1.867 -1.902 3.621 0.06 -0.02 -0.01 0.0000
H 0.631 -1.856 5.774 0.01 0.00 0.03 0.0001
H -1.726 -1.101 5.819 -0.01 0.01 0.01 0.0002
H -2.845 -0.424 3.732 0.03 0.01 -0.01 0.0003
H 3.047 1.589 -0.528 0.00 0.04 0.06 0.0013
H 4.837 1.792 1.169 0.03 0.01 -0.01 0.0000
H 4.255 2.089 3.552 0.01 0.01 0.02 0.0002
H 1.872 2.173 4.236 -0.01 0.02 0.03 0.0000
H 0.112 1.986 2.546 -0.15 -0.01 0.04 0.0003
H -2.249 2.513 -1.612 0.01 -0.02 0.01 0.0021
H -3.522 4.620 -1.608 -0.03 0.00 -0.02 0.0000
H -2.751 6.534 -0.239 -0.01 0.03 0.00 0.0002
H -0.698 6.316 1.124 0.01 0.03 0.03 0.0000
H 0.557 4.209 1.137 0.02 -0.01 0.00 0.0001
O 3.523 -2.544 0.676 0.03 0.10 0.09 0.0116
S 2.666 -2.284 -0.449 -0.22 0.00 -0.42 0.0094
O 1.305 -2.818 -0.306 0.03 -0.13 0.00 0.0689
O 2.548 -0.875 -0.866 0.16 -0.04 0.07 0.0684
C 3.510 -3.025 -1.880 0.05 -0.03 0.05 -0.0002
C 4.773 -3.519 -1.575 -0.01 0.01 -0.08 0.0002
C 5.640 -3.961 -2.565 0.01 0.00 0.10 0.0002
C 5.253 -3.906 -3.887 0.03 -0.01 -0.02 0.0002
C 3.987 -3.442 -4.206 0.00 -0.07 -0.07 0.0002
C 3.103 -3.008 -3.229 0.06 -0.06 0.09 -0.0004
S 1.466 -2.592 -3.846 0.02 0.28 0.41 0.0072
O 1.393 -3.146 -5.171 -0.05 0.03 -0.11 0.0120
O 0.559 -3.180 -2.858 0.02 -0.21 -0.10 0.0482
O 1.309 -1.124 -3.772 0.28 -0.17 -0.04 0.0605
H 5.073 -3.534 -0.539 0.01 0.00 0.05 0.0000
H 6.618 -4.339 -2.291 0.01 0.00 0.01 0.0000
H 5.922 -4.237 -4.670 0.00 0.00 -0.04 0.0000
H 3.649 -3.442 -5.232 -0.02 0.02 0.00 0.0000
C -2.682 -3.274 -4.271 0.05 0.01 0.12 0.0035
C -2.128 -2.829 -2.937 -0.03 -0.61 -0.19 0.0099
N -2.038 -3.747 -1.976 -0.14 -0.44 0.22 0.0050
O -1.744 -1.680 -2.785 0.24 1.06 0.12 0.0793
H -3.441 -4.050 -4.178 -0.01 -0.02 0.04 0.0001
H -1.850 -3.656 -4.864 0.04 0.01 0.00 0.0004
H -3.093 -2.407 -4.780 -0.02 0.02 -0.01 0.0002
H -2.161 -4.716 -2.208 -0.03 0.00 0.06 0.0000
H -1.637 -3.514 -1.071 -0.12 0.07 -0.32 0.0015
```
Forces are in eV/Å.

Net charge: -1
LUMO energy (spin up / spin down): 0.0935 / 0.0677 hartree
ΔE to the lowest compared entry with this formula, charge and spin: 37.3 kJ/mol
E: -115018.1526 eV
HOMO (spin up / spin down): -4.59 / -5.29 eV
Spin multiplicity: 6
Gap between HOMO and LUMO (spin up / spin down): 7.13 / 7.14 eV